Density functional theory data (wB97M-V/def2-TZVPD) for a structure of composition C2H2FKO2.

Each line ends with the Mulliken charge.
Element x y z (Å)
C -1.21681 0.72342 1.09917  -0.841
F 1.13318 1.13891 1.68458  -0.197
C -0.01376 0.98149 1.14382  0.629
H -1.22836 0.88577 -1.24896  0.336
O 0.67162 0.33525 -1.35740  -0.673
H -2.12408 0.28315 1.48333  0.320
O -0.69802 0.16068 -1.85621  -0.470
K -0.13601 -1.82635 -0.48562  0.896

Atoms 1-6, force components in eV/Å:
2.2 0.1 0.5
0.6 0.4 -0.8
-3.1 -1.2 0.5
1.7 -2.5 -2.1
-0.1 -0.2 0.2
0.1 0.6 -0.6

Computed properties:
spin multiplicity = 1
gap between HOMO and LUMO = 6.6 eV
DFT total energy = -927.453393 Ha
largest force on an atom = 3.869 eV/Å
lowest unoccupied orbital energy = -0.57 eV